[1]
Below is a structure of composition C27H39N8O4P at a distorted geometry, with properties calculated with the ωB97M-V functional and the def2-TZVPD basis.

Values from the calculation:
Strongest force on any atom = 15.23 eV Å⁻¹
HOMO-LUMO gap = 4.25 eV
Electronic energy = -58000.134 eV
Spin multiplicity = 1

Atoms and positions in Å:
H  -0.78556  -4.06039  4.17971
C  0.61648  -1.37981  8.72375
H  -3.11557  4.87412  1.21489
O  3.38905  1.27723  -0.73874
H  -0.26770  -2.01591  8.82030
H  3.24991  0.28599  -5.71196
H  -5.24115  -8.24611  1.03903
H  0.29856  -0.33554  8.66025
H  3.06377  -2.64630  -1.12749
C  -2.38646  4.41842  1.89053
H  -5.18048  -4.18658  1.43358
C  1.18943  -0.08069  -4.80943
H  -1.43426  4.94773  1.79638
C  7.00244  1.28973  -5.13021
H  7.21582  2.34173  -4.92172
C  -0.49478  0.30880  3.74006
H  1.24538  -1.50736  9.60915
N  0.33012  -4.36469  -0.36747
N  -2.54680  5.33003  -5.44283
H  -1.22404  -0.09331  4.57006
H  -1.58740  8.46341  -4.92821
C  2.48270  2.09122  0.13780
H  0.22454  -3.33117  5.45166
H  3.61105  -4.31829  -0.85367
O  3.40640  0.45070  -3.51823
C  -4.91461  -7.47390  0.33706
C  -0.79032  -3.64364  5.19060
C  -1.73212  -2.45241  5.25568
H  -1.27816  1.69638  -5.89068
H  -1.05562  7.55849  -3.49003
H  1.33279  3.55395  2.55970
C  -1.10340  7.54589  -4.58235
H  -1.52202  3.01931  -3.78646
C  -2.88582  4.50109  3.32373
O  0.04105  0.72963  -4.37755
O  2.48734  3.42315  -0.14745
N  4.48217  0.62335  -4.16170
C  -0.50429  3.18117  -4.34389
H  1.27234  -0.98195  -4.03266
C  1.02368  -0.15864  1.31054
H  7.04198  1.12564  -6.21061
C  5.62497  0.92556  -4.60089
H  -2.24221  3.37264  1.60569
C  2.63763  0.69558  -4.77879
H  2.88993  -3.86239  -2.41638
H  -5.64528  -3.29710  2.90423
H  -4.22099  -2.78467  1.96683
C  -3.92112  -4.56649  3.13915
C  -5.85641  -6.28267  0.40213
H  -1.11686  -4.41586  5.89258
P  2.64896  1.48873  -2.33636
N  -3.19196  -5.32843  3.83052
C  2.85040  -3.69831  -1.33598
H  7.76310  0.66974  -4.64790
C  -4.80003  -3.64807  2.30592
H  -0.08660  7.50689  -4.98276
H  -4.90984  -7.89064  -0.67384
N  -3.30013  4.56959  4.51279
H  -0.33679  2.62186  4.56764
H  2.92455  2.86291  -2.68121
C  1.01981  2.42765  2.50904
N  -6.63778  -5.29435  0.45603
C  1.39539  -1.76126  7.47554
H  -3.89975  -7.16142  0.59811
N  2.04159  -2.07765  6.43990
H  0.96088  -0.60780  -5.85383
C  0.03215  1.87082  3.71613
H  -0.33381  -1.80903  2.45978
H  0.34479  3.12434  -3.51362
H  1.37053  -0.86659  0.42902
H  2.53124  1.86069  -4.96307
C  -1.89229  6.33483  -5.05269
H  0.56272  2.03025  -6.12015
C  1.52356  1.42111  1.30698
C  0.03114  -0.68463  2.50686
C  -0.25084  1.83414  -5.30306
H  -0.42651  4.18610  -4.93841
N  -2.51349  -1.46410  5.30958
C  1.47292  -4.06248  -0.80667



[2]
Below is a structure of composition H8NaO4, with properties calculated with the ωB97M-V functional and the def2-TZVPD basis.

Values from the calculation:
Strongest force on any atom = 0.33 eV Å⁻¹
HOMO-LUMO gap = 12.17 eV
Electronic energy = -12732.674 eV
Charge = +1
Spin multiplicity = 1

Atoms and positions in Å:
O  13.57207  1.36686  7.02498
H  13.45220  2.10142  7.63795
H  19.01213  1.89744  6.43020
H  16.77273  2.55374  8.81708
Na  16.10758  0.70396  6.72452
H  15.67465  3.30660  8.07600
H  12.76209  1.33261  6.50029
O  18.42654  1.33710  6.95693
H  18.97722  1.01719  7.68494
H  16.83416  -1.54634  4.84092
O  15.91363  2.42337  8.39123
H  15.62483  -0.89153  4.15774
O  16.15824  -0.86669  4.96272



[3]
Below is a cluster of 6 separate species, C12H24Br12 in total at a distorted geometry, with properties calculated with the ωB97M-V functional and the def2-TZVPD basis.

Values from the calculation:
Strongest force on any atom = 2.92 eV Å⁻¹
HOMO-LUMO gap = 10.42 eV
Electronic energy = -853343.126 eV
SMILES = BrCCBr.BrCCBr.BrCCBr.BrCCBr.BrCCBr.BrCCBr
Spin multiplicity = 1

Atoms and positions in Å:
C  8.81822  8.77029  10.37704
Br  9.54332  10.52778  9.69648
H  8.06246  8.50530  9.66732
C  10.81696  10.77145  13.49887
C  11.02303  11.83523  16.96716
H  9.15053  5.67916  15.59213
Br  15.09172  11.81903  8.69554
H  11.99876  9.02390  13.12198
H  13.55316  7.05477  8.24068
C  13.64168  11.81128  7.37420
H  11.08586  5.70174  16.53892
H  10.73146  12.62585  18.92743
C  12.66318  12.88444  7.63891
Br  9.45993  5.99422  10.78993
H  10.04653  12.10302  16.58465
H  14.22692  9.14040  9.53021
H  14.19104  11.96043  6.43910
H  8.46413  8.83430  11.39474
H  10.11427  11.11274  14.27109
Br  10.31540  3.58606  14.80362
H  10.38772  7.79442  9.25723
Br  11.77323  14.43649  17.37586
C  11.37452  9.45231  13.90402
H  12.43074  12.20331  18.51136
C  11.48837  12.61329  18.18264
C  14.56398  7.16524  8.63832
Br  10.81040  9.94125  17.53034
H  15.54518  8.34382  10.27240
H  14.96829  6.17179  8.78963
Br  13.48706  7.18481  11.17611
H  12.43377  12.76277  8.71355
C  10.00427  7.81254  10.28572
H  13.26043  10.79794  7.35813
H  11.62080  11.84662  16.10752
C  10.43612  5.19049  17.18903
Br  13.31089  14.64448  7.08354
H  8.49195  4.27141  16.58302
Br  9.63266  6.41882  18.41747
H  10.84628  8.13127  10.95474
Br  15.51194  7.91088  7.03504
H  11.91555  9.47853  14.89944
C  9.37143  4.78778  16.18430
H  11.66977  12.75210  7.17642
H  10.88070  4.41435  17.68953
C  14.61599  8.12026  9.81736
Br  12.28395  12.08445  13.05092
Br  9.91022  8.24051  14.14931
H  10.21682  10.70782  12.57089



| no. | E_HOMO (eV) |
| --- | --- |
| 1 | -4.6539 |
| 2 | -15.5985 |
| 3 | -10.2334 |